{"formula": "C37H84Cl4", "method": "ωB97M-V/def2-TZVPD", "e_homo_ev": -10.5, "energy_ha": -3300.86032, "smiles": "ClC(Cl)(Cl)Cl.CCCCCC.CCCCCC.CCCCCC.CCCCCC.CCCCCC.CCCCCC", "fmax_ha_per_bohr": 0.028, "e_above_lowest_kcal_mol": 29.22, "total_charge": 0, "symbols": ["Cl", "C", "Cl", "Cl", "Cl", "C", "C", "C", "C", "C", "C", "H", "H", "H", "H", "H", "H", "H", "H", "H", "H", "H", "H", "H", "H", "C", "C", "C", "C", "C", "C", "H", "H", "H", "H", "H", "H", "H", "H", "H", "H", "H", "H", "H", "H", "C", "C", "C", "C", "C", "C", "H", "H", "H", "H", "H", "H", "H", "H", "H", "H", "H", "H", "H", "H", "C", "C", "C", "C", "C", "C", "H", "H", "H", "H", "H", "H", "H", "H", "H", "H", "H", "H", "H", "H", "C", "C", "C", "C", "C", "C", "H", "H", "H", "H", "H", "H", "H", "H", "H", "H", "H", "H", "H", "H", "C", "C", "C", "C", "C", "C", "H", "H", "H", "H", "H", "H", "H", "H", "H", "H", "H", "H", "H", "H"], "coordinates": [[-7.965567, 1.805422, -1.645465], [-6.208671, 1.913034, -1.878754], [-5.680833, 0.470986, -2.797684], [-5.675084, 3.310601, -2.815874], [-5.382847, 1.940131, -0.314662], [-3.326591, 6.163191, -2.168881], [-2.420240, 5.425162, -3.153503], [-2.636884, 5.853484, -4.621441], [-1.674891, 5.166593, -5.586730], [-1.731544, 3.651596, -5.712298], [-0.930516, 3.189203, -6.946615], [-4.390959, 6.066881, -2.406270], [-3.181432, 7.240863, -2.280967], [-3.138144, 5.827164, -1.152246], [-1.403660, 5.756731, -2.913758], [-2.435591, 4.337596, -3.071073], [-2.424073, 6.924898, -4.649963], [-3.673082, 5.680142, -4.918872], [-1.900900, 5.603910, -6.570346], [-0.634046, 5.487015, -5.474946], [-1.251319, 3.154840, -4.862141], [-2.747645, 3.259146, -5.789697], [0.030097, 3.703401, -6.968744], [-0.749473, 2.114291, -6.944076], [-1.534733, 3.410085, -7.828549], [-1.969322, 0.213538, -3.106638], [-1.433950, 0.488421, -1.706673], [-1.044111, -0.798373, -0.971854], [-0.289214, -0.532003, 0.329067], [0.121270, -1.823896, 1.054931], [0.895562, -2.813498, 0.174945], [-1.363645, -0.405799, -3.768438], [-2.059438, 1.151942, -3.670614], [-3.001051, -0.146233, -3.093815], [-0.547715, 1.113120, -1.869549], [-2.135939, 1.079880, -1.116932], [-0.405351, -1.410366, -1.613913], [-1.969971, -1.358368, -0.812043], [0.642577, 0.030447, 0.235497], [-0.974597, 0.072029, 0.934973], [0.784979, -1.622171, 1.903690], [-0.724344, -2.303803, 1.555820], [1.338558, -3.567601, 0.832788], [0.204382, -3.326076, -0.495351], [1.752135, -2.448667, -0.393128], [-4.359883, -1.098446, 1.739192], [-4.703575, -1.503836, 3.161978], [-5.561577, -2.755501, 3.268665], [-4.884396, -4.072707, 2.877618], [-5.686335, -5.327911, 3.253357], [-7.086768, -5.373795, 2.620220], [-3.626848, -1.767484, 1.284403], [-3.839641, -0.135717, 1.787789], [-5.233465, -0.974138, 1.100289], [-3.775955, -1.544703, 3.747250], [-5.216755, -0.696530, 3.697146], [-6.482603, -2.534366, 2.712019], [-6.017267, -2.928856, 4.253502], [-4.709217, -4.115781, 1.796979], [-3.892107, -4.039231, 3.334747], [-5.045189, -6.183695, 3.042680], [-5.882543, -5.361722, 4.331215], [-7.554984, -4.390646, 2.626559], [-6.999453, -5.639580, 1.563562], [-7.701565, -6.081912, 3.169087], [1.492698, 2.305761, -1.108617], [1.127071, 3.276117, -2.231648], [2.321735, 3.487547, -3.179568], [1.928532, 4.278950, -4.433834], [3.096293, 4.343649, -5.414781], [3.988433, 5.537741, -5.250604], [2.474850, 2.516342, -0.692736], [1.475637, 1.304344, -1.551111], [0.699821, 2.295266, -0.357528], [0.237247, 2.934205, -2.764645], [0.877445, 4.250000, -1.797170], [2.794444, 2.553577, -3.490904], [3.065218, 4.038640, -2.596247], [0.989685, 3.906975, -4.856171], [1.568076, 5.271852, -4.128641], [3.679989, 3.423401, -5.314618], [2.758129, 4.292318, -6.458251], [4.405778, 5.574324, -4.234996], [4.820935, 5.508255, -5.954044], [3.485703, 6.507123, -5.305313], [3.827660, -6.505352, 1.606972], [4.839534, -6.562938, 2.753803], [5.181851, -7.982862, 3.182424], [6.075877, -8.034271, 4.413438], [6.498958, -9.459685, 4.797710], [7.359215, -9.424484, 6.062342], [4.216081, -7.115947, 0.786766], [3.524691, -5.533400, 1.224912], [2.908670, -7.013442, 1.919506], [5.722130, -5.983416, 2.463611], [4.432083, -6.015753, 3.609315], [5.641276, -8.633646, 2.433273], [4.217061, -8.469683, 3.377856], [7.006348, -7.501384, 4.186318], [5.655604, -7.571312, 5.308237], [5.606968, -10.050657, 5.024735], [7.068759, -9.998669, 4.038576], [7.761265, -10.422729, 6.246619], [8.159232, -8.682645, 6.049145], [6.760713, -9.151894, 6.937478], [2.216256, 5.695461, 1.702512], [2.122351, 4.211994, 2.038720], [1.919926, 3.954851, 3.532630], [1.920057, 2.473822, 3.915058], [0.950630, 1.598418, 3.114862], [1.051697, 0.113198, 3.454491], [2.090279, 5.856637, 0.630595], [3.170307, 6.127506, 2.011723], [1.465830, 6.303624, 2.216104], [1.337931, 3.717432, 1.468887], [3.067444, 3.743975, 1.738601], [0.998287, 4.475326, 3.808256], [2.742101, 4.400433, 4.101149], [2.917296, 2.044986, 3.803583], [1.562403, 2.388828, 4.945472], [-0.090482, 1.931040, 3.206634], [1.102194, 1.697561, 2.033149], [0.846252, -0.023922, 4.520475], [0.308684, -0.473178, 2.915172], [2.056800, -0.252538, 3.242851]], "forces_ev_per_a": [[0.442, 0.364, -0.105], [0.372, -0.546, -0.255], [-0.202, 0.051, 0.268], [-0.452, 0.178, 0.124], [-0.180, -0.032, -0.029], [-0.380, -0.061, -0.643], [0.263, 0.737, -0.480], [0.658, -0.392, 0.971], [-0.405, 0.463, -1.004], [0.815, -0.512, -0.140], [-0.685, 0.075, 0.245], [0.019, -0.469, 0.119], [0.384, -0.018, 0.330], [-0.115, 0.219, 0.127], [0.147, -0.358, 0.053], [-0.236, -0.017, 0.215], [-0.307, 0.090, -0.194], [-0.041, 0.024, -0.092], [-0.134, -0.266, -0.114], [-0.015, -0.080, 0.594], [-0.278, 0.215, 0.277], [-0.109, 0.176, 0.138], [0.008, 0.017, -0.261], [0.011, -0.016, 0.089], [0.383, 0.144, -0.219], [-0.994, 0.910, -0.515], [0.914, -0.351, -0.737], [0.463, 0.556, -0.283], [-0.439, -0.611, 0.658], [0.749, -0.039, 0.192], [-0.470, -0.787, 0.437], [0.185, -0.343, 0.471], [0.048, 0.096, 0.182], [0.208, -0.422, 0.054], [-0.155, -0.150, 0.397], [-0.134, -0.022, -0.022], [-0.139, 0.048, -0.207], [0.121, -0.213, 0.316], [-0.237, 0.214, -0.590], [0.253, 0.007, 0.339], [-0.142, 0.083, -0.664], [-0.216, -0.235, -0.442], [-0.189, -0.156, -0.065], [0.234, -0.080, -0.193], [-0.263, 0.597, -0.056], [0.545, 0.539, 0.243], [0.038, 0.209, 0.840], [-0.807, -0.256, 0.126], [-0.325, 0.344, -0.386], [-0.085, 0.676, 0.632], [0.886, -0.078, -0.517], [-0.277, -0.243, -0.104], [-0.134, 0.067, -0.154], [-0.011, -0.163, -0.042], [0.058, -0.555, -0.137], [-0.274, 0.096, -0.412], [0.272, -0.268, -0.501], [0.608, 0.365, 0.340], [0.035, 0.129, -0.038], [0.001, -0.384, 0.129], [-0.377, -0.290, -0.221], [0.425, 0.192, 0.098], [-0.074, -0.045, 0.290], [-0.240, -0.245, 0.051], [-0.206, -0.075, -0.264], [-0.793, -0.259, -0.731], [0.808, 0.228, 0.205], [-0.912, 0.402, 0.043], [-0.212, 0.272, 0.523], [-0.662, -0.379, -0.837], [0.634, 0.595, 0.909], [-0.041, 0.026, 0.204], [0.416, -0.043, 0.234], [0.316, 0.088, 0.246], [0.029, -0.061, -0.086], [-0.099, 0.017, -0.083], [-0.188, -0.203, 0.131], [0.202, 0.000, -0.191], [0.375, -0.678, -0.227], [0.546, 0.195, 0.020], [0.093, 0.068, 0.146], [-0.212, 0.190, 0.133], [0.173, -0.262, -0.133], [-0.014, 0.150, 0.014], [-0.241, -0.182, -0.501], [-0.188, -1.118, 0.083], [0.007, 0.806, -0.497], [-0.582, -0.055, 0.558], [0.712, -0.745, -0.390], [0.027, 0.401, 0.790], [-0.343, -0.241, 0.428], [-0.050, 0.230, -0.191], [0.361, 0.203, 0.173], [-0.022, 0.072, 0.003], [0.180, -0.234, 0.030], [-0.007, -0.158, 0.128], [0.080, 0.484, -0.414], [0.087, -0.105, 0.248], [-0.088, 0.221, 0.039], [-0.264, 0.154, -0.155], [0.005, -0.096, -0.160], [-0.197, 0.293, -0.373], [0.217, 0.156, 0.138], [0.156, -0.160, -0.374], [-0.096, -0.097, -0.066], [-0.141, 0.233, -0.008], [0.596, 0.038, 0.351], [0.312, -0.092, -0.322], [-1.273, -0.138, -0.298], [-0.218, -0.111, -0.892], [-0.388, 0.612, 0.680], [0.106, 0.087, 0.005], [0.097, -0.157, -0.092], [-0.199, -0.214, -0.054], [-0.105, 0.156, -0.041], [-0.095, -0.130, -0.120], [-0.059, -0.236, 0.309], [-0.115, 0.329, -0.073], [0.110, 0.093, 0.221], [0.554, -0.039, 0.196], [0.064, 0.093, 0.447], [0.367, 0.030, 0.073], [0.169, -0.098, 0.040], [0.214, 0.443, 0.345], [-0.026, -0.173, -0.037]], "mulliken_charge": [-0.096, 0.309, -0.114, -0.041, -0.089, -1.540, 0.503, -0.891, -0.382, 0.508, -1.522, 0.304, 0.406, 0.354, 0.104, 0.051, 0.344, 0.268, 0.372, 0.118, -0.624, 0.600, 0.245, 0.369, 0.447, -1.165, 1.348, -1.153, 0.236, -0.254, -1.459, 0.386, 0.171, 0.155, -1.110, 0.415, 0.437, 0.218, -0.050, 0.355, 0.108, 0.267, 0.441, 0.287, 0.284, -0.688, -0.796, -0.691, -0.416, -0.600, -1.077, 0.091, 0.248, 0.384, 0.337, 0.344, 0.255, 0.412, 0.246, 0.335, 0.342, 0.329, 0.308, 0.292, 0.343, -1.796, 1.026, -1.004, 0.843, -0.617, -1.293, 0.640, 0.475, 0.300, -0.489, 0.145, 0.413, 0.225, -0.758, 0.260, 0.363, 0.350, 0.294, 0.381, 0.333, -1.229, -0.283, -0.675, -0.680, -0.337, -1.285, 0.303, 0.324, 0.327, 0.329, 0.281, 0.345, 0.305, 0.289, 0.346, 0.274, 0.349, 0.366, 0.337, 0.316, -1.459, 0.362, -0.913, -0.695, 0.818, -1.313, 0.332, 0.353, 0.348, -0.036, 0.280, 0.366, 0.358, 0.303, 0.307, 0.350, -0.628, 0.381, 0.102, 0.374]}